No. 1
A structure of composition C32H41BCeF2N9O6S2 at a distorted geometry. Source: the OMol25 dataset; level of theory: wB97M-V/def2-TZVPD.

The frontier orbital gap (alpha / beta) comes out at 6.560 / 6.552 eV. For the relative energy (zero: lowest compared OMol25 entry of this formula, charge and spin), the calculation gives 194.1 kJ/mol. Its total energy is -3684.37767 Ha. The value obtained for the HOMO energy (alpha / beta) is -6.45 / -6.45 eV. As for the max |F|: 0.0700 Eh/bohr. Its spin multiplicity is 2.

Each line ends with the Mulliken charge.
Geometry (Å):
Ce  0.47  -0.22  0.23  0.5955
C  -0.87  -0.14  3.69  -1.0942
C  -1.63  0.91  2.79  -0.7575
N  -0.86  1.64  1.81  0.8759
C  -0.11  2.75  2.32  -1.0934
C  1.34  2.41  2.70  0.7915
C  2.10  3.34  3.41  -1.5634
C  3.37  2.88  3.80  -0.5973
C  3.86  1.64  3.31  -1.1965
C  3.02  0.86  2.53  1.2197
C  3.47  -0.40  1.88  -1.6532
N  2.49  -1.41  1.54  0.1029
C  2.04  -2.31  2.65  -0.8891
C  1.06  -1.69  3.59  -0.6401
N  -0.16  -1.16  2.90  0.2963
N  1.77  1.24  2.22  1.1177
H  -0.10  0.43  4.29  0.3007
H  -1.60  -0.66  4.39  0.4861
H  -2.47  0.38  2.36  0.1097
H  -2.06  1.60  3.52  0.6457
H  -1.41  2.03  1.11  -0.2844
H  -0.15  3.54  1.56  0.0798
H  -0.55  3.24  3.27  0.4400
H  1.68  4.24  3.66  0.7502
H  4.05  3.39  4.45  0.4404
H  4.80  1.33  3.71  0.5314
H  3.85  -0.06  0.90  0.3059
H  4.41  -0.79  2.42  0.3216
H  2.85  -1.93  0.78  0.3189
H  1.54  -3.09  2.16  0.2616
H  2.96  -2.58  3.22  0.3930
H  0.90  -2.58  4.30  0.3723
H  1.55  -0.92  4.25  0.3242
H  -0.84  -1.97  2.72  0.1196
O  0.21  2.19  -0.49  0.2290
N  0.98  2.67  -1.39  -1.1549
N  2.01  1.96  -1.60  1.5391
O  2.25  0.85  -0.96  -0.5803
C  2.97  2.32  -2.64  -0.1356
C  3.24  1.33  -3.60  -0.0329
C  4.20  1.62  -4.55  -0.6795
C  5.01  2.70  -4.41  -0.4488
C  4.76  3.65  -3.44  -0.4401
C  3.76  3.44  -2.52  -0.4196
H  2.61  0.41  -3.65  0.2523
H  4.53  0.90  -5.32  0.3203
H  5.72  2.89  -5.16  0.4067
H  5.41  4.53  -3.24  0.3135
H  3.62  4.08  -1.59  0.2421
O  -2.13  -0.28  0.26  -0.6814
S  -3.38  -1.06  -0.02  0.2721
C  -4.42  0.18  -0.83  0.4909
C  -4.81  -0.36  -2.20  -1.1052
C  -3.64  -1.19  -2.71  -0.1752
C  -3.21  -2.04  -1.58  0.2137
H  -3.93  1.15  -0.84  -0.8206
H  -5.34  0.43  -0.28  0.4540
H  -5.11  0.43  -2.93  0.4198
H  -5.66  -0.94  -2.13  0.4226
H  -2.84  -0.46  -3.04  -0.1794
H  -3.89  -1.78  -3.63  0.4660
H  -2.09  -2.22  -1.67  -0.4727
H  -3.80  -3.01  -1.37  0.5295
C  -2.40  2.76  -1.90  -1.3300
C  -2.46  3.71  -0.79  0.8111
N  -3.47  3.97  0.00  -0.6992
C  -3.16  5.00  0.77  -0.6678
C  -1.91  5.47  0.41  -0.4521
N  -1.47  4.65  -0.59  0.1295
H  -3.39  2.48  -2.22  0.5294
H  -1.74  1.90  -1.51  0.0872
H  -2.03  3.15  -2.85  0.5275
H  -3.73  5.35  1.62  0.3963
H  -1.30  6.22  0.72  0.5686
H  -0.59  4.73  -1.11  0.2007
F  -0.15  0.54  -3.64  -0.1771
B  0.03  -0.46  -2.74  0.4402
F  0.37  -1.60  -3.44  -0.2508
O  0.17  -2.51  -0.12  -0.1763
C  -0.53  -3.51  0.20  -0.1144
N  -1.57  -3.53  0.97  -0.1184
S  -2.22  -5.05  1.01  1.1068
O  -2.00  -5.74  2.26  -0.7274
O  -3.61  -4.90  0.52  -0.7039
C  -1.25  -5.80  -0.27  -0.0271
C  -1.28  -6.98  -0.94  -0.6152
C  -0.20  -7.23  -1.84  -0.4167
C  0.78  -6.32  -2.03  -0.7910
C  0.75  -5.03  -1.41  -0.2908
C  -0.25  -4.79  -0.51  0.2205
H  -1.94  -7.76  -0.71  0.5051
H  -0.26  -8.22  -2.31  0.3640
H  1.60  -6.50  -2.77  0.3073
H  1.43  -4.31  -1.71  0.6871

=====

No. 2
A cluster of 2 separate species, C32H41FIN3O6 in total at a distorted geometry. Source: the OMol25 dataset; level of theory: wB97M-V/def2-TZVPD.

The frontier orbital gap comes out at 1.137 eV. Its total energy is -2256.49026 Ha. The value obtained for the HOMO energy is 0.17 eV. As for the max |F|: 0.1718 Eh/bohr. The charge is -2.

Each line ends with the Mulliken charge.
Geometry (Å):
C  3.39  -1.42  1.85  -0.7761
C  4.79  -1.18  1.03  -0.1563
C  4.56  -1.70  -0.53  -0.5212
C  4.67  -0.49  -1.63  -0.7925
C  3.30  0.42  -1.76  -0.0253
C  3.27  1.72  -0.75  -0.3820
C  2.76  3.12  -1.48  -0.6660
C  1.13  3.38  -1.23  -0.5751
C  0.54  4.61  -2.14  -0.3551
C  -1.05  4.93  -1.91  -0.5567
C  -2.01  4.31  -3.09  -0.6984
C  -2.27  2.71  -2.66  0.3963
N  -3.39  2.46  -1.69  -0.5246
C  -3.47  1.00  -1.36  0.1796
C  -4.63  0.52  -0.25  0.1791
F  -5.50  1.62  0.30  -0.3497
C  -4.84  -1.02  0.26  0.4258
C  -5.96  -1.56  1.33  -0.4562
C  -7.36  -0.71  1.37  -0.4568
C  -8.56  -1.78  1.80  -0.8819
I  -9.57  -2.48  -0.02  -0.0033
C  -3.80  -2.18  -0.36  -0.0368
C  -3.85  -3.77  0.10  -0.7713
O  -4.34  -4.62  -1.01  -0.3037
C  -3.34  -5.70  -1.20  0.5826
C  -2.55  -5.94  -2.65  -0.7541
O  -3.02  -6.56  -0.20  -0.5367
C  -2.66  -1.73  -1.45  -0.0274
N  -1.76  -2.83  -1.98  -0.4606
C  -2.48  -0.15  -1.95  0.3070
N  -1.39  0.10  -2.95  -0.4227
C  -1.30  1.56  -3.29  0.2241
C  -0.09  1.99  -4.35  -0.8845
H  2.92  -2.45  1.54  0.2729
H  2.66  -0.52  1.67  0.0842
H  3.64  -1.48  3.00  0.1922
H  5.61  -1.87  1.55  0.2821
H  5.16  -0.07  0.99  0.1769
H  5.44  -2.48  -0.72  0.2884
H  3.56  -2.33  -0.65  0.1963
H  5.64  0.16  -1.44  0.2986
H  4.84  -1.02  -2.69  0.2846
H  3.27  0.82  -2.88  0.2083
H  2.38  -0.26  -1.50  0.0529
H  2.60  1.46  0.20  0.0879
H  4.37  1.93  -0.38  0.3029
H  3.31  4.04  -1.01  0.3542
H  3.01  3.05  -2.63  0.2145
H  0.62  2.34  -1.41  0.0938
H  0.95  3.63  -0.08  0.3739
H  0.69  4.46  -3.31  0.1578
H  1.14  5.58  -1.81  0.3368
H  -1.40  4.44  -0.88  0.3166
H  -1.25  6.09  -1.78  0.3148
H  -1.60  4.43  -4.17  0.2698
H  -3.08  4.84  -3.08  0.3628
H  -6.26  -2.66  0.97  0.2285
H  -5.49  -1.73  2.41  0.3003
H  -7.34  0.10  2.25  0.2537
H  -7.64  -0.23  0.34  0.3168
H  -9.32  -1.30  2.57  0.4080
H  -8.02  -2.67  2.34  0.3593
H  -2.73  -4.04  0.39  0.3856
H  -4.48  -3.94  1.10  0.2483
H  -2.61  -4.96  -3.32  0.2354
H  -1.40  -6.08  -2.41  0.2558
H  -3.03  -6.88  -3.16  0.3030
H  -0.91  -2.45  -2.47  0.2928
H  -1.36  -3.40  -1.18  0.2661
H  -0.38  2.86  -5.06  0.2756
H  0.04  1.02  -5.05  0.3888
H  0.94  2.11  -3.80  0.0237
C  4.93  0.21  6.82  -0.7332
C  5.23  -0.60  5.79  0.4121
C  5.92  0.12  4.64  0.6754
O  6.35  -0.44  3.62  -0.7103
C  6.10  1.59  4.73  -0.7939
C  5.79  2.40  5.76  0.3615
C  5.19  1.66  6.96  0.5510
O  4.90  2.20  8.03  -0.7378
O  5.94  3.66  5.84  -0.8449
O  5.01  -1.84  5.68  -0.8509
H  4.45  -0.22  7.69  0.3425
H  6.53  2.03  3.84  0.3443